# C9H16N3

2 unconnected molecules or ions with the total composition C9H16N3 in a non-equilibrium geometry (wB97M-V/def2-TZVPD, the OMol25 dataset).

Each line ends with the natural charge from an NBO analysis.
Cartesian coordinates (Å):
C -0.29342 -1.45464 -3.35863  -0.19
C 0.49187 -1.50419 -1.08036  -0.25
C -0.30956 -2.01477 -2.09087  -0.22
H 0.67109 -0.00608 -4.56234  0.21
H -2.12685 0.84203 0.53519  0.42
H 3.21711 1.26297 -2.23581  0.22
H -0.15013 -0.47584 4.44786  0.21
N -2.52018 0.75821 1.46801  -0.74
C 1.41790 -0.50593 -1.31430  -0.23
H 2.07782 -0.11846 -0.55189  0.20
H -0.87873 -2.89010 -1.82678  0.22
C -1.69608 0.72227 2.51935  0.68
C 2.42751 1.17564 -2.97759  -0.63
H 1.84907 2.10345 -2.93647  0.22
H 0.34164 -2.01340 -0.14042  0.19
H -0.26159 -0.31343 1.61383  0.43
H -0.80669 -1.84665 -4.17148  0.22
H -2.58893 2.05306 3.79786  0.43
N -2.17016 1.14626 3.71979  -0.82
C 1.50602 0.03123 -2.59713  -0.01
H 1.16998 -0.66979 3.20305  0.24
H 0.74160 0.92494 3.98959  0.23
N -0.48370 0.21932 2.44685  -0.52
C 0.61827 -0.41932 -3.55973  -0.19
C 0.39714 -0.03675 3.61925  -0.41
H 2.67262 1.05458 -4.02508  0.23
H -1.99709 0.59803 4.54188  0.42
H -3.31656 1.37734 1.52638  0.42

- charge = +1
- HOMO-LUMO gap (eV) = 8.5
- energy relative to the best compared isomer or geometry (same formula, charge and spin) (kcal per mole) = 26.5
- highest occupied orbital energy (eV) = -11.5586